*A*
C16H18N4O2S2 | wB97M-V/def2-TZVPD

- SMILES = Cc1ccc(C)c(NC(=O)CSc2nnc(NC(=O)C3CC3)s2)c1
- E_HOMO (hartree) = -0.3010

Last column: natural (NBO) charge in e.
Cartesian coordinates (Å):
C: 6.247 -1.679 0.124  -0.38
C: -3.807 -2.524 0.428  -0.01
H: -4.712 -3.420 -1.293  0.21
C: 1.965 0.307 -1.057  0.20
H: 5.580 -3.763 0.507  0.22
N: 2.943 -0.638 -1.178  -0.61
C: 4.868 -1.890 -0.462  -0.34
N: 1.140 0.608 -2.006  -0.31
S: 1.751 1.203 0.421  0.44
C: -3.062 0.830 -2.182  -0.68
H: -3.347 -3.725 2.139  0.22
C: 3.849 -0.864 -0.165  0.69
H: -2.320 1.639 -0.086  0.42
H: 2.985 -1.130 -2.059  0.43
O: 3.780 -0.240 0.872  -0.60
H: -1.695 3.080 2.296  0.25
H: -3.413 0.595 -3.184  0.22
H: 6.393 -0.774 0.693  0.24
C: 0.427 1.976 -0.455  -0.19
C: -4.209 -2.549 -0.900  -0.23
C: -3.968 -1.465 -1.726  -0.22
O: -1.335 0.190 2.526  -0.60
H: 4.792 -2.361 -1.433  0.22
H: -3.586 1.727 -1.848  0.21
H: -1.996 1.053 -2.241  0.25
C: -3.166 -1.391 0.908  -0.23
N: 0.272 1.548 -1.660  -0.27
C: -4.082 -3.682 1.339  -0.63
H: -4.067 -4.620 0.790  0.21
H: -4.284 -1.505 -2.759  0.21
H: -0.070 2.382 2.435  0.25
S: -0.570 3.232 0.223  0.28
H: 7.092 -1.974 -0.478  0.22
H: 4.910 -2.528 1.658  0.24
N: -2.291 0.854 0.555  -0.62
C: 5.363 -2.724 0.699  -0.38
C: -3.326 -0.327 -1.263  0.04
C: -2.926 -0.304 0.080  0.13
C: -1.550 1.018 1.670  0.67
H: -5.068 -3.572 1.792  0.22
H: -2.841 -1.351 1.934  0.24
C: -0.965 2.429 1.814  -0.62

*B*
C16H18N4O2S2 | wB97M-V/def2-TZVPD

- SMILES = Cc1cccc(NC(=O)CSc2nnc(NC(=O)C3CCC3)s2)c1
- E_HOMO (hartree) = -0.3105

Last column: natural (NBO) charge in e.
Cartesian coordinates (Å):
C: 0.020 3.648 -1.152  -0.39
N: 0.918 -3.002 0.146  -0.63
C: 1.519 -1.938 2.195  -0.28
H: 2.229 -1.346 1.633  0.20
C: 0.263 -3.797 -0.728  0.69
H: 0.382 -2.388 5.332  0.21
S: 1.384 -1.995 -2.624  0.29
N: -2.469 1.745 -1.814  -0.63
H: -3.403 1.469 -1.521  0.44
H: -1.851 5.640 -2.314  0.24
C: -0.181 -3.643 2.241  -0.27
C: 0.001 -1.013 -2.283  -0.16
C: 0.005 5.183 -1.175  -0.40
C: -0.298 -3.455 3.607  -0.18
H: -0.400 5.527 -3.329  0.21
C: -0.883 5.159 -2.428  -0.39
H: 2.838 -0.156 3.582  0.21
H: 0.990 3.211 -1.380  0.21
H: 1.492 -4.334 -2.415  0.25
C: 2.251 -0.747 4.281  -0.63
H: -0.158 -3.819 -2.828  0.27
C: -0.961 3.625 -2.349  -0.34
C: -2.329 3.112 -1.995  0.70
N: -2.024 -0.510 -1.644  -0.30
C: 1.402 -1.752 3.562  0.02
H: -0.790 -4.366 1.728  0.25
H: -1.010 -4.047 4.162  0.21
H: -0.590 3.102 -3.233  0.23
C: 0.700 -3.618 -2.187  -0.61
C: 0.735 -2.879 1.530  0.24
S: 0.037 0.733 -2.530  0.33
H: -0.366 3.195 -0.240  0.21
H: 1.606 -2.367 -0.243  0.40
H: 2.934 -1.253 4.963  0.22
H: 0.981 5.643 -1.314  0.21
O: -3.301 3.808 -1.831  -0.57
H: 1.630 -0.077 4.871  0.22
H: -0.475 5.628 -0.308  0.21
O: -0.562 -4.636 -0.460  -0.59
C: -1.630 0.684 -1.942  0.23
C: 0.483 -2.524 4.266  -0.24
N: -1.118 -1.451 -1.831  -0.28

Most stable = *A*

*A*
C2H5N5 | wB97M-V/def2-TZVPD

- SMILES = [H]/N=c1/[nH]ncn1N
- E_HOMO (hartree) = -0.3043

Last column: natural (NBO) charge in e.
Cartesian coordinates (Å):
N: 0.494 0.537 0.021  -0.34
C: -0.185 -0.542 -0.709  0.52
N: 1.761 1.203 0.010  -0.62
H: 2.354 0.458 0.126  0.36
H: 1.924 1.751 -0.830  0.36
H: -0.043 1.546 1.819  0.21
H: -1.951 -1.495 0.019  0.41
N: -1.210 -0.905 0.127  -0.42
C: -0.274 0.668 1.294  0.18
N: -1.284 0.010 1.110  -0.26
H: 0.756 -0.419 -2.225  0.33
N: 0.199 -1.217 -1.614  -0.72

*B*
C2H5N5 | wB97M-V/def2-TZVPD

- SMILES = NNc1c[nH]nn1
- E_HOMO (hartree) = -0.3138

Last column: natural (NBO) charge in e.
Cartesian coordinates (Å):
C: -0.695 0.657 0.103  -0.23
C: -0.073 -0.495 -0.053  0.23
N: -2.074 0.411 0.028  -0.26
H: -0.592 1.838 0.074  0.21
N: 2.338 0.047 -0.022  -0.66
H: 1.583 -1.682 0.170  0.39
H: 2.223 0.589 -0.814  0.37
N: -2.375 -0.740 0.080  -0.03
N: -1.163 -1.414 -0.027  -0.34
H: -2.881 1.186 -0.551  0.41
H: 2.476 0.397 1.064  0.36
N: 1.233 -0.794 -0.051  -0.45

Most stable = *A*

*A*
C15H23ClN4O4S | wB97M-V/def2-TZVPD

- SMILES = CO[C@@]1(C(=O)NC[C@H](CO)NC(=O)Cc2cc(Cl)n(C)n2)CCSC1
- E_HOMO (hartree) = -0.3239

Last column: natural (NBO) charge in e.
Cartesian coordinates (Å):
H: 1.505 -0.265 -3.958  0.19
H: -2.553 -0.057 -1.537  0.23
H: 2.495 2.175 -0.597  0.24
H: 3.884 -2.476 -0.115  0.24
C: -1.801 1.105 0.092  0.17
N: 0.253 -2.088 2.036  -0.17
S: -4.375 0.882 0.773  0.18
Cl: -1.446 -3.822 0.923  0.05
H: 0.007 -1.252 3.888  0.23
H: 0.677 1.020 0.412  0.43
H: -3.184 -1.163 1.240  0.21
H: -0.461 1.517 3.073  0.20
N: 2.431 -0.404 -1.460  -0.63
C: 1.135 -2.986 0.227  -0.38
N: 0.530 1.539 -0.441  -0.61
C: -3.054 1.970 0.156  -0.56
H: -0.668 2.744 1.810  0.18
N: 1.472 -1.534 1.924  -0.27
H: -2.087 2.134 2.709  0.19
O: -1.250 0.789 1.363  -0.57
C: 1.062 0.437 -3.248  -0.06
C: 1.669 1.926 -1.259  -0.25
C: 0.024 -2.957 1.037  0.12
C: -0.740 1.714 -0.836  0.68
H: 1.404 2.810 -1.837  0.23
O: 0.599 1.548 -3.970  -0.73
H: 1.290 -3.601 -0.642  0.24
H: 1.679 -1.069 -1.352  0.40
C: 3.404 -0.434 -0.509  0.69
H: -0.054 1.992 -3.405  0.50
C: -1.120 1.865 2.279  -0.26
H: -2.944 2.827 0.817  0.23
H: -1.030 -2.661 3.577  0.22
H: 3.014 1.154 -2.715  0.22
H: 3.988 -1.397 1.275  0.26
H: 0.230 -0.084 -2.752  0.15
H: -1.478 -0.968 -0.456  0.23
C: 2.017 -2.074 0.840  0.14
H: -3.273 2.333 -0.844  0.25
C: 3.386 -1.656 0.407  -0.53
C: 2.115 0.804 -2.204  -0.08
C: -2.277 -0.224 -0.494  -0.42
O: -1.067 2.254 -1.888  -0.68
H: -1.410 -1.088 2.824  0.23
C: -0.612 -1.753 3.149  -0.42
O: 4.248 0.435 -0.402  -0.62
C: -3.487 -0.652 0.328  -0.51
H: -4.145 -1.308 -0.237  0.23

*B*
C15H23ClN4O4S | wB97M-V/def2-TZVPD

- SMILES = CO[C@@]1(C(=O)NC[C@H](CO)NC(=O)Cc2cc(Cl)n(C)n2)CCSC1
- E_HOMO (hartree) = -0.3086

Last column: natural (NBO) charge in e.
Cartesian coordinates (Å):
H: -2.816 1.049 -1.531  0.15
H: 0.318 1.101 -1.269  0.24
C: -1.210 -0.383 -1.559  -0.09
O: -1.439 1.461 -3.033  -0.72
H: -3.229 -3.101 0.589  0.22
C: -2.189 0.533 -2.273  -0.05
N: 0.638 -0.483 0.045  -0.62
H: 3.407 -3.510 0.459  0.18
H: 1.702 -3.957 0.164  0.22
N: -0.448 -4.498 1.705  -0.26
N: 0.125 -4.292 2.900  -0.17
H: 1.281 -0.891 3.333  0.23
H: -2.680 -1.062 -0.182  0.39
C: 3.977 -0.972 1.289  -0.55
H: -2.156 -1.986 2.999  0.23
C: -1.504 -2.656 -0.655  0.69
Cl: 0.036 -2.792 5.114  0.04
H: -2.357 -4.502 -0.064  0.26
C: -0.463 -3.274 3.551  0.12
C: -1.476 -2.786 2.762  -0.36
C: 2.475 -1.057 1.537  0.18
H: 3.596 -1.105 4.726  0.23
H: -0.836 1.006 0.050  0.18
H: 2.880 -2.553 4.008  0.21
C: -1.417 -3.599 1.614  0.14
C: 1.715 -0.014 0.699  0.66
H: -2.840 -0.077 -2.907  0.17
C: 2.400 -3.130 0.271  -0.27
H: 2.534 0.349 3.138  0.23
N: -1.968 -1.384 -0.817  -0.62
C: 1.314 -5.032 3.265  -0.41
O: 1.933 -2.362 1.376  -0.57
O: -0.532 -3.078 -1.253  -0.63
C: -2.242 -3.508 0.365  -0.52
H: 2.205 -4.480 2.962  0.22
C: -0.259 0.403 -0.664  -0.22
C: 2.309 -0.711 3.015  -0.42
H: 1.329 -5.200 4.339  0.22
H: 4.286 -1.468 0.372  0.23
H: 1.278 -5.983 2.742  0.23
O: 2.062 1.156 0.685  -0.64
H: 2.390 -2.553 -0.658  0.18
H: -2.040 2.044 -3.504  0.48
S: 4.765 -1.774 2.718  0.17
H: 0.426 -1.463 0.139  0.43
H: 4.254 0.078 1.228  0.25
C: 3.299 -1.573 3.790  -0.51
H: -0.629 -0.931 -2.301  0.24

Most stable = *A*